[1]
DFT (ωB97M-V/def2-TZVPD) results for a molecular structure, C8H7N3O.

Last column: Löwdin charge in e.
Atoms and positions in Å:
C1 -4.00929 0.33390 -0.56608  0.00
C2 -2.66078 -0.06358 -0.02587  -0.46
C3 -0.64107 -0.31932 0.06659  -0.14
C4 0.94547 -0.19506 0.01552  -0.29
C5 1.54003 0.86693 0.50174  -0.08
C6 2.86670 0.93310 0.55090  -0.04
C7 3.59673 -0.16174 -0.07276  -0.03
C8 2.80506 -1.20839 -0.54447  -0.12
H1 -4.60678 -0.30034 -0.84431  -0.06
H2 -3.93777 1.16227 -1.40848  0.12
H3 -4.55408 0.75355 0.50167  0.16
H4 0.93478 1.67131 1.01932  0.15
H5 3.54387 1.92509 0.71443  0.16
H6 4.59761 -0.26777 -0.06080  0.06
H7 3.45836 -2.12817 -0.83902  0.14
N1 -2.56728 -1.09702 0.86009  0.12
N2 -1.57573 0.40279 -0.47792  0.18
N3 1.50278 -1.18188 -0.42352  0.13
O1 -1.23860 -1.12567 1.03296  0.00

Force components x, y, z for each atom (eV/Å):
4.843 9.892 5.150
-6.085 -3.854 1.127
0.484 0.418 2.677
-7.726 1.041 1.144
-1.247 5.585 3.346
5.993 1.100 -2.129
-5.079 1.030 1.012
3.918 -0.821 0.726
-5.773 -7.418 -3.022
-0.013 -1.531 2.132
1.140 -0.506 -3.236
0.651 -0.889 -0.998
-2.138 -2.487 0.381
3.264 0.082 -0.111
-2.076 1.292 0.039
-0.338 3.059 -1.312
4.886 1.368 -2.083
2.251 -6.559 -3.445
3.045 -0.801 -1.395

Values from the calculation:
Spin multiplicity: 1
Electronic energy, Eh: -548.3922
Total charge: 0
HOMO level, hartree: -0.355

***

[2]
DFT (ωB97M-V/def2-TZVPD) results for C8H7N3S in the gas phase.

Last column: Löwdin charge in e.
Atoms and positions in Å:
C1 3.52331 1.32692 0.53054  -0.34
S1 2.57943 -0.31742 0.30273  0.85
C2 1.01068 0.16144 -0.48431  -0.49
N1 1.07874 1.12185 -1.45761  0.00
N2 0.00973 1.58632 -2.07524  -0.01
N3 -1.19677 1.24331 -1.67996  0.07
C3 -1.37947 0.24404 -0.86868  -0.28
C4 -2.63154 -0.29151 -0.65212  -0.02
C5 -2.79540 -1.28584 0.29578  -0.06
C6 -1.71590 -1.72817 1.14794  -0.03
C7 -0.42402 -1.21219 0.88185  -0.03
C8 -0.25413 -0.29356 -0.16182  -0.19
H1 4.62860 1.14519 0.56787  0.04
H2 3.14854 1.65169 1.53110  0.03
H3 3.23898 2.07097 -0.26753  0.04
H4 -3.40716 0.20484 -1.28039  0.13
H5 -3.78989 -1.65696 0.36506  0.09
H6 -2.09426 -2.47577 1.86642  0.11
H7 0.47053 -1.49516 1.43837  0.08

Force components x, y, z for each atom (eV/Å):
-1.038 -0.002 0.166
-0.214 0.860 -0.465
0.910 3.003 -1.689
0.992 -1.608 0.744
-0.840 0.354 1.369
0.497 1.387 -2.989
2.482 -1.180 1.920
-1.381 -0.009 0.212
0.928 1.183 -0.665
-0.146 0.685 -1.442
-2.031 -1.701 1.131
-0.442 -0.795 0.757
-1.186 -0.111 -0.202
0.581 0.082 -0.897
0.340 -1.017 0.802
0.250 -0.911 0.766
-0.504 -0.579 0.525
1.243 0.468 -0.039
-0.441 -0.110 -0.004

Values from the calculation:
Spin multiplicity: 1
Electronic energy, Eh: -871.4135
Total charge: 0
HOMO level, hartree: -0.326

***

[3]
DFT (ωB97M-V/def2-TZVPD) results for C8H7NO3 in the gas phase.

Last column: Löwdin charge in e.
Atoms and positions in Å:
C1 2.22948 0.29960 -0.28486  -0.09
C2 1.78822 1.61162 -0.41941  -0.05
C3 1.31068 -0.76199 -0.18042  -0.04
C4 0.44750 1.85975 -0.13486  -0.01
C5 -0.08133 -0.54254 -0.09600  -0.22
C6 -0.41325 0.85267 0.04000  -0.22
C7 -1.02246 -1.58528 -0.14785  0.15
C8 -2.56571 0.26581 0.80606  -0.02
N1 -3.59668 0.25237 -0.30445  -0.43
O1 -4.66019 -0.17353 0.05145  0.08
O2 -3.22342 0.55656 -1.38424  0.11
O3 -1.53311 1.12732 0.73441  0.05
H1 3.27781 -0.10686 -0.31933  0.12
H2 2.51115 2.45189 -0.36178  0.12
H3 1.60092 -1.82409 -0.45925  0.14
H4 0.07485 2.81468 -0.09816  0.10
H5 -2.02608 -1.54097 -0.54106  0.05
H6 -0.59038 -2.53742 0.07174  0.07
H7 -3.02128 0.34457 1.73234  0.11

Force components x, y, z for each atom (eV/Å):
0.652 -2.303 -0.400
0.906 0.244 1.655
0.008 -0.763 -1.261
1.891 -0.408 -1.213
0.277 1.210 -0.626
-0.774 -2.864 0.541
-0.103 0.868 0.334
0.617 0.288 -1.532
2.447 -0.653 3.323
-1.460 -0.256 -0.201
0.269 0.701 -2.492
-1.655 0.483 -0.121
-0.916 1.305 -0.184
-0.592 -0.659 -0.576
0.043 1.426 0.899
-0.681 2.241 0.349
0.403 -0.007 -0.307
-0.232 -0.705 0.238
-1.100 -0.150 1.573

Values from the calculation:
Spin multiplicity: 1
Electronic energy, Eh: -589.2772
Total charge: 0
HOMO level (spin up / spin down), hartree: -0.332 / -0.297

***

[4]
DFT (ωB97M-V/def2-TZVPD) results for a molecular structure, C8H7NO4.

Last column: Löwdin charge in e.
Atoms and positions in Å:
C1 0.12050 -1.53335 -0.11009  -0.25
C2 -0.14916 -1.60116 -1.54739  -0.07
C3 -0.33429 -0.58309 -2.46973  0.05
C4 -0.07459 0.79149 -1.74664  -0.05
C5 -0.45181 2.93042 -0.93836  -0.24
C6 -0.01922 0.77894 -0.32788  -0.14
C7 -0.19208 -0.35689 0.45485  -0.15
C8 -0.42111 -0.11557 1.90599  -0.20
H1 0.45322 -3.34135 -0.35305  0.23
H2 0.07200 -2.69213 -1.82088  0.12
H3 -0.62400 -0.84319 -3.57228  0.14
H4 0.60185 3.49253 -0.78748  0.17
H5 -1.45541 3.50040 -0.62637  0.18
H6 -0.88540 0.92805 2.04656  0.14
H7 -1.31940 -0.76733 2.44554  0.21
N1 0.53898 -0.30410 2.95107  0.13
O1 0.33628 -2.73355 0.69392  -0.06
O2 -0.23192 2.17756 -2.00557  -0.01
O3 -0.58823 1.99126 0.12287  -0.05
O4 1.54822 -1.43690 2.52452  -0.13

Force components x, y, z for each atom (eV/Å):
-1.272 -2.261 -0.740
2.084 -2.526 1.260
0.644 3.048 1.104
-0.812 -1.660 0.979
1.068 1.484 4.702
-3.132 0.428 -1.790
1.711 1.349 2.157
-2.725 0.305 2.281
-0.414 1.577 5.371
-0.909 1.495 -0.741
0.857 1.108 2.319
-2.582 -0.179 -0.054
2.048 -0.253 -2.249
0.956 -1.358 -0.071
1.867 1.032 -1.492
5.712 -6.770 -2.885
-0.140 -0.164 -8.047
-0.945 -2.350 -5.398
1.789 -1.482 0.716
-5.804 7.176 2.581

Values from the calculation:
Spin multiplicity: 1
Electronic energy, Eh: -664.3691
Total charge: 0
HOMO level, hartree: -0.306

***

[5]
DFT (ωB97M-V/def2-TZVPD) results for a gas-phase ion, C8H7NO4P (charge -1).

Last column: Löwdin charge in e.
Atoms and positions in Å:
C1 -2.90064 -0.74707 0.46928  -0.17
C2 -1.78942 2.38727 -0.11836  0.05
C3 -1.07312 -2.66704 0.55136  -0.45
C4 -3.70505 -0.68371 -0.68609  -0.59
C5 -0.38318 1.89037 -0.14126  -0.35
C6 0.32733 -2.08292 0.44110  -0.02
C7 -0.32033 0.44208 -0.65213  -0.15
C8 -0.38368 -0.69909 0.44346  -0.25
N1 -1.63168 -1.40543 0.44918  -0.02
O1 -4.03956 0.74439 -0.81220  -0.17
O2 -1.38052 -3.81808 0.76035  0.05
O3 -4.09682 -1.44313 -1.52776  0.06
O4 -3.58551 1.77204 1.62729  -0.34
P1 -2.98127 1.08418 0.47526  0.58
H1 0.17707 2.53671 -0.77381  0.07
H2 0.09299 1.94194 0.89208  0.14
H3 1.08964 -2.25693 1.29882  0.14
H4 0.77902 -2.31914 -0.47860  0.08
H5 -1.16553 0.58886 -1.36994  0.11
H6 0.53415 0.44891 -1.33886  0.11
H7 -0.23812 -0.15661 1.34165  0.12

Force components x, y, z for each atom (eV/Å):
1.138 1.741 0.154
-0.350 -1.258 0.271
0.685 0.346 0.955
-0.400 0.322 -1.407
0.086 -0.337 2.320
1.168 1.048 1.632
0.048 0.547 -1.243
-0.191 0.857 -1.916
-0.879 -1.502 0.228
1.084 -0.053 1.526
-0.943 0.349 -0.302
-0.062 -0.361 -0.132
0.191 0.727 0.810
-1.593 -1.071 -0.999
0.756 0.652 -0.449
-0.640 0.297 -0.866
-1.490 0.126 -1.326
0.724 -0.306 -1.231
0.222 -1.812 0.236
0.224 -0.692 0.320
0.223 0.380 1.419

Values from the calculation:
Spin multiplicity: 1
Electronic energy, Eh: -1006.0377
Total charge: -1
HOMO level (spin up / spin down), hartree: -0.149 / -0.149

***

[6]
DFT (ωB97M-V/def2-TZVPD) results for C8H7NS in the gas phase.

Last column: Löwdin charge in e.
Atoms and positions in Å:
C1 4.04229 0.27305 -0.03609  -0.28
C2 -3.25950 0.25356 -0.00768  -0.19
C3 -2.26181 -0.71563 -0.00467  -0.12
C4 -2.76746 1.53286 -0.01376  -0.42
C5 -0.96448 -0.18132 -0.01838  -0.55
C6 1.59446 -0.19900 0.05106  -0.18
C7 3.05629 -0.63533 -0.26837  -0.04
C8 0.21097 -0.88740 -0.00086  -0.09
N1 4.88258 1.04649 0.16812  0.16
S1 -1.05221 1.58309 -0.04155  1.02
H1 -4.31180 0.03516 -0.00323  0.10
H2 -2.44789 -1.77426 0.00453  0.11
H3 -3.31759 2.45167 0.00360  0.06
H4 1.66909 0.05482 1.12050  0.13
H5 1.46411 0.77428 -0.43792  0.08
H6 3.28786 -1.64713 -0.55296  0.10
H7 0.17510 -1.96491 0.03767  0.10

Force components x, y, z for each atom (eV/Å):
0.795 0.516 0.102
-0.056 0.312 0.024
0.056 -0.050 0.009
0.114 -0.052 -0.031
0.137 0.395 -0.029
-0.109 0.736 0.559
-3.116 -1.114 -0.123
2.227 -0.406 -0.605
0.085 0.136 0.015
-0.029 -0.455 0.061
-0.195 -0.043 0.017
0.017 -0.201 0.005
-0.174 0.184 -0.032
0.087 0.271 0.046
0.120 0.016 0.061
0.191 -0.090 -0.081
-0.150 -0.153 0.003

Values from the calculation:
Spin multiplicity: 1
Electronic energy, Eh: -761.8589
Total charge: 0
HOMO level (spin up / spin down), hartree: -0.265 / -0.331

***

Q: Which value of total charge does entry 4 give?
A: 0

***

Q: spin multiplicity of number 3 (C8H7NO3)?
A: 1